Entry from the OMol25 dataset: C4H6O2 in the gas phase in a non-equilibrium geometry (ωB97M-V/def2-TZVPD).

Atoms and positions in Å:
1 C 0.639 1.261 0.278
2 C 1.209 -0.108 0.637
3 O 2.253 -0.172 1.282
4 C 0.611 -1.350 0.174
5 C -1.524 -0.710 -0.642
6 O -0.536 -1.521 -0.491
7 H 0.364 1.348 -0.781
8 H -0.245 1.496 0.881
9 H 1.414 1.993 0.515
10 H 1.130 -2.281 0.360
11 H -2.357 -1.059 -1.236
12 H -1.542 0.201 -0.072

Calculated values
charge: 0
Kohn-Sham gap (alpha / beta): 0.3105 / 0.2804 hartree
LUMO (alpha / beta): 0.04 / -0.55 eV
relative energy (zero: lowest compared OMol25 entry of this formula, charge and spin): 357.9 kJ/mol
HOMO level (alpha / beta): -0.30915 / -0.30053 Eh
E_tot: -306.36998 Eh
2S+1: 1



Entry from the OMol25 dataset: C3H6N2S2 in the gas phase in a non-equilibrium geometry (ωB97M-V/def2-TZVPD).

Atoms and positions in Å:
1 C -0.647 0.487 1.288
2 C -1.408 1.442 0.360
3 C 0.200 -0.147 -0.832
4 H 1.130 -2.277 0.618
5 H -1.203 -0.415 1.571
6 H -0.259 0.996 2.190
7 H -2.427 1.578 0.721
8 H -0.929 2.403 0.337
9 H 0.539 -1.036 -2.472
10 N 0.497 0.091 0.502
11 N 0.892 -0.944 -1.557
12 S 1.593 -1.041 1.226
13 S -1.308 0.668 -1.256

Calculated values
charge: 0
Kohn-Sham gap: 0.3520 hartree
LUMO: 0.65 eV
relative energy (zero: lowest compared OMol25 entry of this formula, charge and spin): 78.8 kJ/mol
HOMO level: -0.32792 Eh
E_tot: -1023.77293 Eh
structure (SMILES): [H]/N=C1\SCCN1S
2S+1: 1



Entry from the OMol25 dataset: a molecular structure, C35H47Br48F2N4O2Si in a non-equilibrium geometry (ωB97M-V/def2-TZVPD).

Atoms and positions in Å:
1 C 2.971 -2.783 1.594
2 C 3.532 -1.283 2.028
3 O 2.474 -0.264 2.136
4 C 3.099 1.099 2.076
5 C 1.886 2.237 1.902
6 N 1.227 1.906 0.559
7 C -0.123 2.114 0.404
8 N -0.741 1.721 -0.947
9 C -2.186 2.078 -0.640
10 C -3.514 1.898 -1.609
11 F -4.158 3.253 -1.787
12 F -3.042 1.497 -2.951
13 C -4.511 0.846 -0.858
14 C -4.801 -0.558 -1.639
15 Si -4.627 -2.132 -0.479
16 C -3.117 -2.035 0.717
17 C -4.299 -3.699 -1.615
18 C -6.199 -2.386 0.658
19 C -6.069 -3.640 1.755
20 C -7.278 -4.020 2.807
21 C -8.651 -3.115 2.724
22 C -8.772 -1.850 1.639
23 C -7.541 -1.442 0.588
24 N -2.457 2.638 0.745
25 O -3.597 3.021 1.350
26 C -3.806 4.478 1.271
27 C -5.160 4.795 2.197
28 N -1.181 2.652 1.347
29 H 3.881 -3.482 1.288
30 H 2.450 -3.325 2.519
31 H 2.212 -2.760 0.699
32 H 4.345 -0.998 1.204
33 H 4.145 -1.424 3.039
34 H 3.710 1.139 1.072
35 H 3.743 1.269 3.040
36 H 2.284 3.336 1.963
37 H 1.057 1.997 2.727
38 H 1.741 1.491 -0.259
39 H -4.023 0.577 0.198
40 H -5.508 1.441 -0.581
41 H -4.121 -0.783 -2.561
42 H -5.932 -0.545 -1.994
43 H -3.407 -1.370 1.653
44 H -2.975 -3.136 1.154
45 H -2.103 -1.724 0.215
46 H -3.281 -3.520 -2.209
47 H -5.195 -3.938 -2.328
48 H -4.083 -4.580 -0.850
49 H -5.087 -4.279 1.771
50 H -7.081 -4.913 3.539
51 H -9.527 -3.413 3.464
52 H -9.788 -1.256 1.674
53 H -7.628 -0.523 -0.169
54 H -4.067 4.870 0.196
55 H -2.909 5.090 1.751
56 H -5.418 5.942 2.247
57 H -6.029 4.167 1.687
58 H -4.901 4.363 3.270
59 H -1.012 2.975 2.338
60 C 3.458 3.159 -3.056
61 Br 3.462 1.230 -2.801
62 Br 2.411 4.067 -1.691
63 Br 5.262 3.876 -3.181
64 H 2.969 3.353 -4.016
65 C 1.081 2.939 6.290
66 Br 0.853 1.008 6.230
67 Br 2.937 3.457 6.022
68 Br -0.111 3.847 5.049
69 H 0.801 3.263 7.297
70 C 1.469 -4.049 -2.756
71 Br -0.388 -4.545 -3.055
72 Br 1.640 -2.202 -2.170
73 Br 2.360 -5.280 -1.541
74 H 1.980 -4.127 -3.721
75 C -9.205 3.849 0.813
76 Br -9.010 4.229 -1.085
77 Br -8.788 1.995 1.227
78 Br -8.176 5.084 1.908
79 H -10.260 4.003 1.063
80 C 7.248 0.641 1.997
81 Br 9.044 1.351 2.235
82 Br 6.041 1.242 3.399
83 Br 6.547 1.026 0.224
84 H 7.321 -0.448 2.083
85 C 0.607 -7.759 -5.068
86 Br 2.498 -7.919 -4.640
87 Br 0.270 -8.026 -6.965
88 Br -0.487 -8.931 -3.966
89 H 0.312 -6.731 -4.833
90 C 3.048 7.316 4.960
91 Br 4.844 8.025 5.198
92 Br 1.841 7.917 6.362
93 Br 2.347 7.701 3.187
94 H 3.121 6.227 5.046
95 C 1.600 5.809 -5.444
96 Br -0.076 4.909 -5.039
97 Br 2.728 4.744 -6.618
98 Br 1.309 7.599 -6.149
99 H 2.139 5.922 -4.498
100 C 0.048 -13.388 -4.495
101 Br 1.844 -12.679 -4.256
102 Br -1.159 -12.787 -3.093
103 Br -0.653 -13.004 -6.268
104 H 0.121 -14.478 -4.409
105 C 9.609 3.748 6.119
106 Br 9.381 1.817 6.060
107 Br 11.465 4.266 5.851
108 Br 8.417 4.656 4.879
109 H 9.329 4.072 7.127
110 C 6.403 12.194 3.953
111 Br 5.433 11.576 2.384
112 Br 5.199 12.748 5.377
113 Br 7.695 10.877 4.571
114 H 6.970 13.080 3.651
115 C -4.875 -13.152 -5.429
116 Br -3.789 -11.570 -5.105
117 Br -4.871 -13.660 -7.307
118 Br -4.359 -14.632 -4.277
119 H -5.906 -12.890 -5.170
120 C 1.300 5.341 -10.215
121 Br -0.376 4.441 -9.810
122 Br 2.428 4.275 -11.388
123 Br 1.009 7.130 -10.920
124 H 1.839 5.453 -9.269
125 C -2.584 0.431 4.107
126 Br -1.573 -1.013 4.930
127 Br -4.062 -0.240 3.036
128 Br -3.177 1.739 5.420
129 H -1.903 0.949 3.424
130 C 9.286 7.619 7.641
131 Br 8.470 9.357 7.953
132 Br 11.180 7.773 7.225
133 Br 8.966 6.393 9.117
134 H 8.799 7.191 6.759
135 C 2.497 -14.632 -8.946
136 Br 0.640 -15.127 -9.245
137 Br 2.668 -12.785 -8.360
138 Br 3.388 -15.862 -7.731
139 H 3.008 -14.710 -9.912

Calculated values
charge: +1
Kohn-Sham gap: 0.2575 hartree
LUMO: -3.21 eV
HOMO level: -0.37532 Eh
E_tot: -125772.15174 Eh
2S+1: 1



Entry from the OMol25 dataset: C15H33B2ClIN2O7P in the gas phase in a non-equilibrium geometry (ωB97M-V/def2-TZVPD).

Atoms and positions in Å:
1 C 1.893 -2.075 -3.097
2 B 0.638 -1.123 -3.227
3 O 0.005 -0.951 -4.413
4 C 0.063 -0.312 -1.966
5 C 0.596 1.124 -2.098
6 C 2.125 1.292 -2.177
7 O 2.472 1.732 -3.509
8 C 2.690 2.331 -1.220
9 N 1.888 3.577 -1.184
10 O 0.408 -1.073 -0.807
11 C -0.165 -0.721 0.443
12 C 0.652 0.321 1.241
13 C 1.926 -0.146 1.939
14 C 2.601 1.117 2.573
15 I 3.406 -1.078 0.681
16 B -0.274 -2.122 1.254
17 O -0.486 -3.265 0.499
18 N -0.194 -2.237 2.706
19 C -1.454 -1.938 3.415
20 C 0.313 -3.553 3.133
21 C -1.627 -0.214 0.388
22 C -2.596 -1.181 -0.321
23 C -3.772 -0.384 -0.857
24 O -4.212 -0.554 -1.922
25 O -1.785 1.122 -0.093
26 C -2.169 2.073 0.874
27 P -2.713 3.658 -0.024
28 O -4.308 3.747 0.391
29 Cl -2.565 3.190 -2.044
30 H 1.537 -3.095 -2.941
31 H 2.500 -1.827 -2.235
32 H 2.485 -2.079 -4.010
33 H 0.311 -1.627 -5.031
34 H -1.008 -0.254 -2.174
35 H 0.204 1.493 -3.041
36 H 0.205 1.809 -1.352
37 H 2.693 0.380 -2.034
38 H 2.050 2.601 -3.591
39 H 3.694 2.593 -1.528
40 H 2.783 1.878 -0.228
41 H 1.173 3.449 -0.473
42 H 2.486 4.287 -0.774
43 H 0.003 0.671 2.045
44 H 0.893 1.206 0.660
45 H 1.757 -0.821 2.760
46 H 3.478 1.384 1.995
47 H 2.952 0.919 3.580
48 H 1.922 1.961 2.524
49 H -1.319 -3.676 0.769
50 H -1.435 -2.431 4.378
51 H -2.364 -2.176 2.855
52 H -1.480 -0.871 3.644
53 H -0.503 -4.258 3.292
54 H 0.995 -3.967 2.404
55 H 0.881 -3.461 4.058
56 H -1.966 -0.208 1.427
57 H -2.145 -1.666 -1.177
58 H -2.987 -1.927 0.369
59 H -4.231 0.392 -0.206
60 H -2.976 1.729 1.529
61 H -1.301 2.398 1.444
62 H -4.645 2.840 0.485

Calculated values
charge: 0
Kohn-Sham gap: 0.3353 hartree
LUMO: 0.06 eV
HOMO level: -0.33322 Eh
E_tot: -2376.55547 Eh
structure (SMILES): CB(O)[C@H](C[C@@H](O)CN)O[C@](C[C@H](C)I)(B(O)N(C)C)[C@H](CC=O)OCP(O)Cl
2S+1: 1



Entry from the OMol25 dataset: a molecular structure, C47H59BrCrF3N3OP2Si2 in a non-equilibrium geometry (ωB97M-V/def2-TZVPD).

Atoms and positions in Å:
1 Cr 0.336 2.344 0.323
2 C 1.569 3.428 4.444
3 Si 0.612 1.802 4.039
4 C 1.811 0.330 4.035
5 C -0.674 1.543 5.409
6 N -0.169 1.997 2.456
7 P -1.721 1.701 2.026
8 C -1.747 1.707 0.347
9 P -1.691 1.981 -1.277
10 N -0.083 2.328 -1.621
11 Si 0.739 2.558 -3.279
12 C 1.665 0.914 -3.767
13 C -0.742 2.778 -4.620
14 C 1.661 4.222 -3.178
15 C -3.081 3.075 -1.847
16 C -3.840 2.831 -2.994
17 C -5.073 3.440 -3.191
18 C -5.589 4.251 -2.169
19 C -4.774 4.537 -1.041
20 C -3.463 4.103 -0.980
21 C -2.244 0.473 -2.068
22 C -1.560 -0.122 -3.149
23 C -2.035 -1.340 -3.654
24 C -3.225 -1.894 -3.214
25 C -3.914 -1.262 -2.180
26 C -3.453 -0.074 -1.639
27 C -2.925 2.890 2.643
28 C -4.225 2.720 2.167
29 C -5.262 3.574 2.633
30 C -5.041 4.556 3.628
31 C -3.735 4.800 3.966
32 C -2.668 4.004 3.431
33 C -2.344 0.006 2.518
34 C -1.784 -1.103 1.915
35 C -2.104 -2.418 2.343
36 C -2.915 -2.544 3.453
37 C -3.571 -1.446 3.979
38 C -3.241 -0.172 3.534
39 H 1.809 3.664 5.504
40 H 1.116 4.372 4.081
41 H 2.508 3.344 3.878
42 H 1.964 -0.087 5.032
43 H 2.774 0.663 3.637
44 H 1.413 -0.459 3.386
45 H -0.139 1.309 6.356
46 H -1.279 0.656 5.237
47 H -1.278 2.457 5.581
48 H 1.402 0.101 -3.066
49 H 2.735 1.023 -3.609
50 H 1.510 0.591 -4.794
51 H -1.319 1.866 -4.733
52 H -0.275 2.998 -5.635
53 H -1.409 3.614 -4.497
54 H 2.720 4.183 -2.926
55 H 1.225 4.890 -2.426
56 H 1.640 4.759 -4.173
57 H -3.539 2.034 -3.710
58 H -5.597 3.338 -4.154
59 H -6.532 4.818 -2.288
60 H -5.137 5.202 -0.256
61 H -2.738 4.460 -0.220
62 H -0.744 0.349 -3.674
63 H -1.538 -1.775 -4.504
64 H -3.676 -2.752 -3.663
65 H -4.809 -1.700 -1.756
66 H -3.897 0.335 -0.763
67 H -4.429 2.002 1.411
68 H -6.271 3.418 2.147
69 H -5.858 5.200 3.916
70 H -3.407 5.622 4.578
71 H -1.625 4.251 3.674
72 H -1.110 -0.922 1.106
73 H -1.578 -3.249 1.867
74 H -2.935 -3.493 3.985
75 H -4.292 -1.534 4.806
76 H -3.762 0.689 3.927
77 C 6.224 -2.788 -2.039
78 C 5.847 -3.370 -0.640
79 C 6.580 -2.616 0.514
80 C 6.349 -4.861 -0.675
81 C 4.344 -3.344 -0.550
82 C 3.648 -2.191 -0.264
83 C 2.270 -2.191 -0.080
84 Br 1.492 -0.498 0.289
85 C 1.482 -3.355 -0.299
86 O 0.254 -3.342 -0.115
87 C 2.212 -4.584 -0.786
88 C 3.569 -4.502 -0.805
89 C 1.446 -5.791 -1.207
90 C 0.801 -6.457 0.028
91 C 2.377 -6.708 -2.007
92 C 0.363 -5.342 -2.215
93 H 7.207 -2.956 -2.340
94 H 6.102 -1.665 -2.005
95 H 5.556 -3.151 -2.838
96 H 7.630 -2.871 0.466
97 H 6.208 -3.026 1.474
98 H 6.487 -1.507 0.499
99 H 7.432 -4.996 -0.583
100 H 5.963 -5.399 -1.558
101 H 5.873 -5.386 0.145
102 H 4.140 -1.239 -0.077
103 H 4.099 -5.379 -1.158
104 H 1.522 -6.544 0.861
105 H 0.434 -7.454 -0.234
106 H -0.020 -5.801 0.371
107 H 3.226 -7.062 -1.416
108 H 2.714 -6.095 -2.819
109 H 1.847 -7.585 -2.386
110 H -0.438 -4.746 -1.763
111 H -0.088 -6.233 -2.679
112 H 0.777 -4.696 -3.001
113 N 0.009 5.340 0.865
114 C -0.128 4.199 0.545
115 H -0.192 6.329 0.700
116 F 2.725 3.904 1.299
117 C 2.408 2.770 0.671
118 F 3.291 2.648 -0.411
119 F 2.812 1.790 1.543

Calculated values
charge: -2
Kohn-Sham gap (alpha / beta): 0.1608 / 0.1865 hartree
LUMO (alpha / beta): 3.95 / 3.93 eV
expectation value of S²: 6.0358
HOMO level (alpha / beta): -0.01557 / -0.04211 Eh
E_tot: -7245.66664 Eh
2S+1: 5



Entry from the OMol25 dataset: 2 unconnected molecules or ions with the total composition H6N2O3 (ωB97M-V/def2-TZVPD).

Atoms and positions in Å:
1 N 0.424 1.258 0.694
2 O 1.514 0.418 0.469
3 O 0.032 1.174 2.054
4 H 0.584 1.813 2.526
5 H 1.251 -0.515 0.575
6 H -1.717 -1.035 -0.562
7 N -0.730 -1.130 -0.801
8 O -0.625 -0.623 -2.137
9 H 0.185 -0.091 -2.144
10 H -0.380 0.861 0.195
11 H -0.539 -2.131 -0.869

Calculated values
charge: 0
Kohn-Sham gap: 0.3852 hartree
LUMO: 0.86 eV
relative energy (zero: lowest compared OMol25 entry of this formula, charge and spin): 0.0 kJ/mol
HOMO level: -0.35373 Eh
E_tot: -338.65782 Eh
structure (SMILES): ONO.NO
2S+1: 1



| no. | M (u) |
| --- | --- |
| 1 | 86.09 |
| 2 | 134.23 |
| 3 | 4457.26 |
| 4 | 568.39 |
| 5 | 989.02 |
| 6 | 82.06 |